No. 1
C3H8NS | the ωB97M-V functional and the def2-TZVPD basis

Bonds (Å) are listed after each position.
Atoms and positions in Å:
1 C -0.038 1.296 -2.272  C2 1.339, H5 1.084, H6 1.079
2 C -0.077 1.312 -0.934  C1 1.339, N3 1.371, H7 1.089
3 N 0.533 0.441 -0.070  C2 1.371, C4 1.463, H8 1.011
4 C -0.151 0.107 1.180  N3 1.463, H9 1.087, H10 1.095, H11 1.092
5 H 0.413 0.452 -2.780  C1 1.084
6 H -0.491 2.089 -2.847  C1 1.079
7 H -0.611 2.114 -0.426  C2 1.089
8 H 0.930 -0.374 -0.516  N3 1.011
9 H 0.468 -0.578 1.753  C4 1.087
10 H -0.289 1.023 1.764  C4 1.095
11 H -1.122 -0.361 1.011  C4 1.092
12 S 0.154 -3.195 1.720  H13 1.337
13 H 0.280 -4.326 2.419  S12 1.337

As for the HOMO energy: -2.704 eV. Its net charge is -1. As for the multiplicity: 1. For the HOMO-LUMO gap, the calculation gives 6.468 eV.

***

No. 2
C3H8NS | the ωB97M-V functional and the def2-TZVPD basis

Bonds (Å) are listed after each position.
Atoms and positions in Å:
1 C -1.078 1.168 1.127  N2 1.498, H6 1.180, H7 1.049, H8 1.184
2 N -0.764 -0.182 0.560  C1 1.498, C3 1.515, H9 1.008
3 C 0.037 -0.135 -0.725  N2 1.515, C4 1.470, H10 1.077, H11 1.108
4 C 1.044 -1.195 -0.883  C3 1.470, S5 1.820, H12 1.125, H13 1.169
5 S 2.511 -0.550 -1.745  C4 1.820
6 H -2.101 1.704 0.883  C1 1.180
7 H -0.444 1.976 0.913  C1 1.049
8 H -0.938 1.042 2.296  C1 1.184
9 H -0.165 -0.639 1.229  N2 1.008
10 H -0.606 -0.361 -1.559  C3 1.077
11 H 0.561 0.818 -0.934  C3 1.108
12 H 0.567 -2.102 -1.346  C4 1.125
13 H 1.376 -1.541 0.182  C4 1.169

As for the HOMO energy: -2.331 eV. Its net charge is -1. As for the multiplicity: 1. Its SMILES is CNCC[S-]. For the HOMO-LUMO gap, the calculation gives 6.217 eV.

***

No. 3
C3H8NS | the ωB97M-V functional and the def2-TZVPD basis

Bonds (Å) are listed after each position.
Atoms and positions in Å:
1 C -1.904 -1.071 1.572  S2 1.811, H3 1.107, H4 1.090, H5 1.085
2 S -2.071 0.576 0.836  C1 1.811
3 H -0.970 -1.384 1.069  C1 1.107
4 H -2.581 -1.867 1.262  C1 1.090
5 H -1.690 -1.020 2.634  C1 1.085
6 C 1.774 1.318 -0.742  N8 1.457, H9 1.104, H10 1.093, H11 1.096
7 C 0.403 -0.439 -1.202  N8 1.275, H12 1.088, H13 1.088
8 N 1.623 -0.072 -1.153  C6 1.457, C7 1.275
9 H 1.572 2.122 -1.470  C6 1.104
10 H 1.224 1.533 0.178  C6 1.093
11 H 2.823 1.553 -0.532  C6 1.096
12 H 0.224 -1.511 -1.253  C7 1.088
13 H -0.428 0.262 -1.199  C7 1.088

As for the HOMO energy (spin up / spin down): -9.517 / -9.137 eV. Its net charge is 0. As for the multiplicity: 2. For the HOMO-LUMO gap (spin up / spin down), the calculation gives 10.379 / 7.193 eV.

***

No. 4
C3H8NS2 | the ωB97M-V functional and the def2-TZVPD basis

Bonds (Å) are listed after each position.
Atoms and positions in Å:
1 C -0.241 1.360 -0.781  S5 1.670, S6 1.638
2 C 0.333 -0.762 1.708  N4 1.452, H7 1.132, H8 1.109, H9 1.213
3 C 0.190 -1.648 -0.539  N4 1.361, H10 1.123, H11 1.107, H12 1.053
4 N 0.632 -0.663 0.290  C2 1.452, C3 1.361
5 S -0.036 2.482 0.440  C1 1.670, H13 1.357
6 S -0.922 1.303 -2.269  C1 1.638, H14 1.409
7 H 1.354 -0.833 2.191  C2 1.132
8 H -0.286 -1.669 1.859  C2 1.109
9 H -0.232 0.140 2.289  C2 1.213
10 H 0.914 -2.491 -0.375  C3 1.123
11 H 0.389 -1.351 -1.586  C3 1.107
12 H -0.711 -2.188 -0.463  C3 1.053
13 H -0.216 3.654 -0.219  S5 1.357
14 H -1.169 2.663 -2.545  S6 1.409

As for the HOMO energy (spin up / spin down): -13.529 / -13.529 eV. Its net charge is +1. As for the multiplicity: 1. For the HOMO-LUMO gap (spin up / spin down), the calculation gives 7.221 / 7.219 eV.

***

Calculated relative energy (zero: lowest compared OMol25 entry of this formula, charge and spin), 16.91; 35.20; 28.13; 124.55 kcal/mol (same order as the records).
Calculated electronic energy, -15566.3091; -15565.5159; -15563.3020; -26388.8893 eV (same order as the records).